This record from the OMol25 dataset describes a structure of composition C22H25N4O2SSeY. The level of theory is ωB97M-V with the def2-TZVPD basis set.

Each line ends with the natural charge from an NBO analysis.
Atoms and positions in Å:
Y1 -0.6117 -0.2091 0.1614  1.943
C1 2.7155 -1.3172 3.2370  -0.222
C2 2.5998 -0.3683 4.2377  -0.105
C3 1.7351 0.7009 4.0602  -0.201
C4 1.0072 0.7993 2.8855  0.170
N1 1.1065 -0.1367 1.9222  -0.571
C5 1.9415 -1.1647 2.1032  0.098
C6 0.0879 1.9315 2.6034  0.203
C7 -0.1120 2.9753 3.4962  -0.198
C8 -0.9695 4.0005 3.1424  -0.107
C9 -1.6016 3.9692 1.9114  -0.218
C10 -1.3651 2.8958 1.0669  0.272
N2 -0.5354 1.9028 1.4172  -0.566
C11 -1.9957 2.7720 -0.2723  0.162
C12 -2.8493 3.7321 -0.7935  -0.200
C13 -3.3812 3.5563 -2.0612  -0.105
C14 -3.0528 2.4204 -2.7827  -0.225
C15 -2.2132 1.4970 -2.1919  0.079
N3 -1.6958 1.6583 -0.9692  -0.568
H1 3.3768 -2.1654 3.3355  0.254
H2 3.1742 -0.4570 5.1497  0.251
H3 1.6408 1.4428 4.8377  0.238
H4 1.9771 -1.9039 1.3119  0.218
H5 0.3871 2.9988 4.4519  0.242
H6 -1.1430 4.8236 3.8219  0.252
H7 -2.2673 4.7697 1.6299  0.240
H8 -3.1011 4.6166 -0.2295  0.240
H9 -4.0453 4.3000 -2.4800  0.252
H10 -3.4421 2.2476 -3.7753  0.253
H11 -1.9408 0.5841 -2.7089  0.213
Se1 -3.0782 -0.6540 1.5744  -0.115
C16 -1.8058 -1.9303 1.8489  0.001
N4 -0.8277 -2.5560 1.7733  -0.458
O1 -1.1738 -1.7695 -1.3948  -1.082
S1 -2.4112 -2.6348 -1.7330  1.244
C17 -2.0676 -3.2655 -3.3990  -0.577
C18 -1.2501 -4.5386 -3.2252  -0.414
C19 -1.9084 -5.2738 -2.0614  -0.415
C20 -2.0819 -4.2457 -0.9458  -0.579
H12 -1.5862 -2.4649 -3.9582  0.254
H13 -3.0444 -3.4689 -3.8427  0.253
H14 -0.2129 -4.2937 -2.9883  0.215
H15 -1.2565 -5.1291 -4.1400  0.253
H16 -1.3106 -6.1132 -1.7097  0.254
H17 -2.8788 -5.6658 -2.3701  0.226
H18 -1.1653 -4.0718 -0.3803  0.265
H19 -2.8876 -4.4687 -0.2494  0.264
C21 3.3777 0.8058 -2.0928  -0.651
C22 2.1538 1.1523 -1.2832  -0.056
O2 1.2130 0.0277 -1.2533  -0.803
H20 4.0656 1.6502 -2.0932  0.258
H21 3.1170 0.5946 -3.1319  0.222
H22 3.8999 -0.0527 -1.6697  0.228
H23 1.6260 2.0111 -1.6983  0.195
H24 2.4088 1.3534 -0.2431  0.199
H25 1.3980 -0.5552 -2.0004  0.525

## Properties
HOMO, eV: -14.0
Net charge: +2
LUMO energy, eV: -6.31

This record from the OMol25 dataset describes a structure of composition AgCl. The level of theory is ωB97M-V with the def2-TZVPD basis set.

Each line ends with the natural charge from an NBO analysis.
Atoms and positions in Å:
Ag1 -0.9351 -0.9063 0.2864  0.026
Cl1 0.9351 0.9063 -0.2864  -0.026

## Properties
HOMO (alpha / beta), eV: -6.6 / -11.2
LUMO energy (alpha / beta), eV: 0.93 / -4.76
Multiplicity: 3

This record from the OMol25 dataset describes an isolated molecule of CH4BBr. The level of theory is ωB97M-V with the def2-TZVPD basis set.

Each line ends with the natural charge from an NBO analysis.
Atoms and positions in Å:
B1 -0.0371 -0.7735 0.0798  0.049
C1 -0.2168 0.7744 -0.0396  -0.617
Br1 -2.0552 0.0004 0.0169  0.161
H1 -0.0757 -1.5010 0.9484  -0.028
H2 0.1682 1.2600 -0.9398  0.241
H3 -0.3189 1.4286 0.8269  0.229
H4 0.0435 -1.3322 -1.0217  -0.036

## Properties
HOMO, eV: -10.5
LUMO energy, eV: 0.43

This record from the OMol25 dataset describes a structure of composition C28H74FeN18O12. The level of theory is ωB97M-V with the def2-TZVPD basis set.

Each line ends with the Löwdin spin population.
Atoms and positions in Å:
Fe1 14.7978 6.4166 -6.6645  3.727
O1 13.3128 6.3717 -7.9793  0.056
C1 12.6705 5.1259 -7.7782  0.006
C2 13.5713 4.0093 -7.3325  0.004
O2 14.6480 4.2772 -6.4311  0.104
H1 12.2733 4.8034 -8.7550  0.001
H2 11.7641 5.3304 -7.1874  0.001
H3 14.0557 3.5412 -8.2095  0.000
H4 13.0126 3.1440 -6.9269  0.001
C3 8.8907 5.1524 -8.2133  0.000
C4 7.6441 6.0350 -8.2254  0.000
C5 6.8856 5.7042 -9.5025  0.000
C6 5.4836 6.3007 -9.5759  0.000
C7 4.6811 5.8207 -8.3570  0.000
C8 5.4050 5.9906 -7.0096  0.000
N1 6.8370 5.6901 -7.0577  0.000
O3 7.5159 5.8633 -5.8230  0.000
C9 5.0813 7.4131 -6.4930  0.000
C10 4.7837 4.9472 -6.0556  0.000
C11 8.1053 7.4933 -8.2739  0.000
H5 9.5665 5.3613 -9.0448  0.000
H6 8.6715 4.0817 -8.2918  0.000
H7 9.4467 5.2344 -7.2792  0.000
H8 7.4817 6.0359 -10.3541  0.000
H9 6.7415 4.6245 -9.5868  0.000
H10 5.0491 5.8916 -10.4952  0.000
H11 5.3590 7.3676 -9.7741  0.000
H12 4.2881 4.8231 -8.5465  0.000
H13 3.8157 6.4822 -8.2731  0.000
H14 4.0425 7.5391 -6.2147  0.000
H15 5.7361 7.7237 -5.6711  0.000
H16 5.4109 8.0726 -7.3032  0.000
H17 4.8953 3.9557 -6.4881  0.000
H18 5.2176 5.0253 -5.0602  0.000
H19 3.7191 5.1841 -5.9811  0.000
H20 8.9159 7.6808 -8.9811  0.000
H21 8.4190 7.9359 -7.3238  0.000
H22 7.3096 8.1524 -8.6430  0.000
H23 7.3415 6.8053 -5.6528  0.000
C12 17.0498 1.1290 -12.4115  0.000
C13 17.2898 2.2816 -11.4317  0.000
C14 18.7720 2.3710 -11.0754  0.000
C15 19.6485 3.0695 -12.1499  0.000
C16 18.9997 4.3500 -12.6445  0.000
C17 17.4869 4.2964 -12.9378  0.000
N2 16.7892 3.5675 -11.8918  0.000
O4 15.3911 3.6277 -12.1058  0.000
C18 17.1450 5.7986 -12.9114  0.000
C19 17.2593 3.6524 -14.3329  0.000
C20 16.5776 1.9020 -10.1297  0.000
H24 16.0958 1.1740 -12.9456  0.000
H25 17.0446 0.1579 -11.9160  0.000
H26 17.7839 1.1102 -13.2231  0.000
H27 18.8703 2.9631 -10.1629  0.000
H28 19.1461 1.3575 -10.9423  0.000
H29 19.7694 2.2481 -12.8644  0.000
H30 20.6450 3.2741 -11.7587  0.000
H31 19.5261 4.5969 -13.5719  0.000
H32 19.2561 5.1487 -11.9472  0.000
H33 17.2226 6.2893 -11.9453  0.000
H34 17.8978 6.2846 -13.5418  0.000
H35 16.2169 5.9973 -13.4525  0.000
H36 17.0545 4.4613 -15.0346  0.000
H37 18.1671 3.0916 -14.5601  0.000
H38 16.4518 2.9271 -14.3595  0.000
H39 16.8002 2.4917 -9.2392  0.000
H40 16.8458 0.8728 -9.8871  0.000
H41 15.4958 1.9402 -10.2821  0.000
H42 15.2032 4.3842 -11.5367  0.000
C21 14.5105 7.6710 -11.2659  0.000
O5 14.8814 8.3650 -12.1971  0.000
N3 13.9003 6.4342 -11.4273  0.000
N4 14.3646 8.1140 -9.9595  0.002
H43 13.7791 6.0618 -12.3498  0.000
H44 13.4429 6.0428 -10.6216  0.000
H45 14.0833 7.5409 -9.1726  0.003
H46 14.7930 9.0130 -9.8158  0.000
C22 8.6077 2.2188 -5.7176  0.000
O6 8.8136 1.0111 -5.8405  0.000
N5 9.6339 3.1102 -5.4623  0.000
N6 7.3603 2.8089 -5.7783  0.000
H47 9.3915 4.0207 -5.1269  0.000
H48 10.5457 2.7741 -5.7176  0.000
H49 7.3446 3.7693 -6.0858  0.000
H50 6.5441 2.3038 -5.4990  0.000
C23 12.1019 -0.4751 -7.0782  0.000
O7 13.2160 -0.9037 -6.7605  0.000
N7 11.9911 0.4450 -8.0947  0.000
N8 10.9210 -0.7933 -6.4761  0.000
H51 12.8283 0.7553 -8.5570  0.000
H52 11.1487 0.8225 -8.4857  0.000
H53 10.8569 -1.5961 -5.8847  0.000
H54 10.2206 -0.0592 -6.5140  0.000
C24 12.6753 2.7722 -2.5846  0.000
O8 12.2561 2.6429 -1.4411  0.000
N9 13.0306 1.7491 -3.3972  0.000
N10 13.0723 4.0277 -3.0318  0.000
H55 12.7978 0.8226 -3.0806  0.000
H56 13.2356 1.8863 -4.3616  0.000
H57 13.3855 4.0697 -4.0020  0.000
H58 12.9142 4.8947 -2.5633  0.000
C25 16.5401 1.0600 -6.6404  0.000
O9 17.2819 0.0851 -6.6370  0.000
N11 15.1900 1.0637 -6.9058  0.001
N12 16.9844 2.3291 -6.3028  0.000
H59 14.6273 0.2354 -6.7074  0.000
H60 14.7779 1.9576 -7.0790  0.000
H61 16.3261 3.0924 -6.4850  0.000
H62 17.8844 2.6216 -5.9865  0.000
C26 16.5962 6.0049 -4.2428  0.006
O10 16.3312 6.4920 -5.3821  0.031
N13 15.6986 5.2984 -3.4966  0.003
N14 17.7599 6.3039 -3.5790  0.003
H63 14.8007 5.1110 -3.9022  0.000
H64 15.9900 5.3021 -2.5366  0.000
H65 18.1947 5.5628 -3.0494  0.000
H66 18.4706 6.9065 -3.9583  0.000
C27 12.3923 7.4590 -4.5154  0.006
O11 13.3343 6.9727 -5.1465  0.039
N15 12.5659 8.1923 -3.3732  0.002
N16 11.0869 7.3404 -4.9302  0.002
H67 13.5062 8.2884 -3.0373  0.000
H68 11.8215 8.7232 -2.9673  0.000
H69 10.4027 7.4714 -4.2074  0.000
H70 10.8983 6.7319 -5.7101  0.000
C28 11.0574 9.6541 -8.3676  0.000
O12 10.2706 10.5167 -7.9772  0.000
N17 11.2218 9.3435 -9.7162  0.000
N18 11.5141 8.6624 -7.4972  0.001
H71 12.0857 8.8896 -9.9703  0.000
H72 10.5240 9.6339 -10.3686  0.000
H73 11.3269 8.7984 -6.5293  0.000
H74 11.8043 7.8373 -7.9977  0.000

## Properties
HOMO (alpha / beta), eV: -7.8 / -7.8
LUMO energy (alpha / beta), eV: -0.56 / -0.67
Multiplicity: 5

| no. | F_max (eV/A) |
| --- | --- |
| 1 | 0.59 |
| 2 | 0.16 |
| 3 | 2.53 |
| 4 | 3.04 |